[1]
The following is a DFT calculation (wB97M-V/def2-TZVPD) of 7 unconnected molecules or ions with the total composition C19H33Cl6F6N3O7 in a non-equilibrium geometry.

Summary:
- HOMO level (eV) = -9.251
- SMILES = CCOC(=O)C(F)(F)F.CCOC(=O)C(F)(F)F.ClC(Cl)Cl.ClC(Cl)Cl.CN(C)C=O.CN(C)C=O.CN(C)C=O

CARTESIAN COORDINATES (ANGSTROEM)
1 C 1.74 -3.51 -1.25
2 C 0.35 -3.79 -1.87
3 O -0.38 -4.43 -0.83
4 C -1.56 -4.97 -1.10
5 O -2.01 -5.07 -2.19
6 C -2.27 -5.43 0.17
7 F -1.99 -6.71 0.43
8 F -1.95 -4.67 1.22
9 F -3.60 -5.35 0.00
10 H 1.96 -4.42 -0.69
11 H 1.69 -2.66 -0.58
12 H 2.46 -3.28 -2.03
13 H 0.51 -4.45 -2.72
14 H -0.15 -2.86 -2.17
15 C 5.40 3.93 2.56
16 C 4.02 3.28 2.60
17 O 3.10 4.12 1.88
18 C 2.18 3.57 1.11
19 O 2.10 2.41 0.86
20 C 1.17 4.62 0.61
21 F 1.26 5.79 1.26
22 F 1.49 4.91 -0.68
23 F -0.06 4.15 0.71
24 H 5.32 5.01 2.67
25 H 5.86 3.69 1.60
26 H 5.99 3.54 3.39
27 H 3.69 3.32 3.64
28 H 4.04 2.28 2.19
29 Cl -4.73 3.80 2.80
30 C -3.75 2.59 1.99
31 Cl -3.32 3.07 0.36
32 Cl -4.48 0.97 2.05
33 H -2.79 2.54 2.50
34 Cl -2.30 -0.42 -0.98
35 C -0.84 -0.40 0.03
36 Cl -0.91 -1.67 1.27
37 Cl -0.66 1.23 0.74
38 H 0.02 -0.59 -0.61
39 C -2.43 -4.93 5.33
40 N -2.93 -3.57 5.25
41 C -2.32 -2.75 4.25
42 C -3.91 -3.16 6.07
43 O -4.48 -2.08 6.01
44 H -1.34 -4.88 5.37
45 H -2.70 -5.52 4.44
46 H -2.88 -5.52 6.13
47 H -1.25 -2.60 4.42
48 H -2.51 -3.07 3.23
49 H -2.79 -1.76 4.25
50 H -4.09 -3.87 6.89
51 C 3.94 0.99 -3.89
52 N 3.02 0.64 -2.84
53 C 1.80 1.43 -2.78
54 C 3.34 -0.15 -1.79
55 O 2.60 -0.42 -0.87
56 H 4.72 0.23 -3.95
57 H 4.40 1.97 -3.75
58 H 3.41 0.98 -4.84
59 H 2.07 2.48 -2.77
60 H 1.09 1.21 -3.58
61 H 1.29 1.13 -1.86
62 H 4.35 -0.57 -1.86
63 C -1.19 3.22 -2.90
64 N -1.51 2.54 -4.17
65 C -1.97 1.18 -4.02
66 C -1.54 3.22 -5.33
67 O -1.75 2.69 -6.41
68 H -2.11 3.35 -2.33
69 H -0.74 4.18 -3.13
70 H -0.47 2.59 -2.38
71 H -2.88 1.14 -3.42
72 H -2.25 0.71 -4.96
73 H -1.21 0.54 -3.58
74 H -1.37 4.29 -5.16

***

[2]
The following is a DFT calculation (wB97M-V/def2-TZVPD) of 2 unconnected molecules or ions with the total composition CH5O2P in a non-equilibrium geometry.

Summary:
- HOMO level (spin up / spin down) (eV) = -10.349 / -9.832
- energy relative to the best compared isomer or geometry (same formula, charge and spin) (kJ/mol) = 360.23

CARTESIAN COORDINATES (ANGSTROEM)
1 C -0.67 0.73 1.61
2 O 0.63 -0.29 -2.86
3 O 0.93 0.71 -0.54
4 P 0.52 -0.54 -1.37
5 H 0.12 0.06 2.13
6 H -1.62 0.29 1.45
7 H -0.28 1.71 1.35
8 H 1.23 -1.70 -0.96
9 H -0.86 -0.98 -0.82

***

[3]
The following is a DFT calculation (wB97M-V/def2-TZVPD) of a gas-phase ion, NO4S2 (charge -1) in a non-equilibrium geometry.

Summary:
- HOMO level (eV) = -6.007
- total charge = -1
- energy relative to the best compared isomer or geometry (same formula, charge and spin) (kJ/mol) = 67.89

CARTESIAN COORDINATES (ANGSTROEM)
1 N -0.65 1.05 0.16
2 O -0.75 -0.87 -2.01
3 O 0.81 2.15 1.80
4 O -1.00 -1.63 0.36
5 O 1.18 -0.87 -0.48
6 S 0.68 1.03 0.85
7 S -0.26 -0.85 -0.68

***

[4]
The following is a DFT calculation (wB97M-V/def2-TZVPD) of 6 unconnected molecules or ions with the total composition C40H88N4O6 in a non-equilibrium geometry.

Summary:
- HOMO level (eV) = -8.020
- energy relative to the best compared isomer or geometry (same formula, charge and spin) (kJ/mol) = 354.37
- SMILES = CC1(C)CCCC(C)(C)N1O.CC1(C)CCCC(C)(C)N1O.CC1(C)CCCC(C)(C)N1O.CC1(C)CCCC(C)(C)N1O.CCO.CCO

CARTESIAN COORDINATES (ANGSTROEM)
1 C -23.27 -24.55 11.57
2 C -22.41 -25.87 11.53
3 C -20.96 -25.52 11.96
4 C -23.05 -26.84 12.51
5 C -22.47 -28.31 12.47
6 C -22.55 -28.84 11.03
7 C -21.93 -27.86 9.94
8 C -20.40 -27.93 9.95
9 C -22.44 -28.38 8.63
10 N -22.53 -26.49 10.22
11 O -22.33 -25.61 9.25
12 H -23.56 -24.28 12.58
13 H -22.65 -23.73 11.22
14 H -24.08 -24.62 10.85
15 H -20.50 -24.98 11.13
16 H -20.89 -24.75 12.74
17 H -20.43 -26.43 12.23
18 H -23.22 -26.38 13.49
19 H -24.05 -27.10 12.16
20 H -21.47 -28.37 12.91
21 H -23.09 -28.92 13.12
22 H -23.59 -29.11 10.85
23 H -21.99 -29.78 11.06
24 H -19.90 -28.08 10.91
25 H -19.99 -26.99 9.57
26 H -19.99 -28.70 9.29
27 H -22.17 -29.43 8.48
28 H -21.94 -27.82 7.84
29 H -23.49 -28.20 8.43
30 H -23.25 -25.54 8.98
31 C -17.83 -20.58 6.78
32 C -19.02 -21.45 6.15
33 C -20.20 -21.08 7.08
34 C -19.38 -20.95 4.72
35 C -18.37 -21.48 3.68
36 C -18.55 -22.99 3.64
37 C -18.17 -23.73 5.02
38 C -18.86 -25.13 4.97
39 C -16.64 -23.92 5.11
40 N -18.81 -22.93 6.13
41 O -18.65 -23.47 7.37
42 H -17.55 -20.91 7.78
43 H -17.01 -20.59 6.06
44 H -18.11 -19.52 6.79
45 H -20.57 -20.07 6.91
46 H -21.11 -21.59 6.78
47 H -19.82 -21.37 8.06
48 H -20.41 -21.11 4.41
49 H -19.34 -19.86 4.62
50 H -18.52 -21.01 2.71
51 H -17.35 -21.23 3.99
52 H -17.82 -23.30 2.89
53 H -19.53 -23.27 3.28
54 H -18.84 -25.63 5.94
55 H -18.41 -25.74 4.20
56 H -19.92 -25.07 4.70
57 H -16.34 -24.55 5.96
58 H -16.29 -22.93 5.38
59 H -16.14 -24.18 4.18
60 H -19.53 -23.79 7.59
61 C -13.06 -27.96 10.03
62 C -12.25 -28.90 10.94
63 C -12.99 -29.22 12.21
64 C -12.15 -30.24 10.15
65 C -11.06 -31.17 10.55
66 C -9.73 -30.37 10.57
67 C -9.76 -29.12 11.45
68 C -9.64 -29.46 12.97
69 C -8.48 -28.36 11.01
70 N -10.92 -28.28 11.17
71 O -11.08 -27.12 11.91
72 H -13.91 -28.44 9.54
73 H -13.33 -26.99 10.46
74 H -12.49 -27.60 9.17
75 H -12.99 -28.34 12.84
76 H -14.00 -29.52 11.94
77 H -12.51 -30.06 12.72
78 H -13.03 -30.86 10.34
79 H -12.15 -30.04 9.08
80 H -11.30 -31.57 11.53
81 H -11.07 -31.93 9.77
82 H -9.53 -30.01 9.56
83 H -8.88 -31.02 10.75
84 H -8.71 -29.95 13.28
85 H -10.40 -30.22 13.14
86 H -9.72 -28.64 13.69
87 H -7.57 -28.93 10.85
88 H -8.23 -27.51 11.65
89 H -8.63 -27.92 10.03
90 H -10.98 -26.47 11.21
91 C -17.99 -17.75 18.65
92 C -18.94 -17.63 17.37
93 C -19.18 -16.23 17.01
94 C -18.23 -18.41 16.19
95 C -19.15 -18.75 15.00
96 C -20.35 -19.57 15.49
97 C -21.14 -18.94 16.68
98 C -22.09 -17.85 16.22
99 C -22.06 -20.05 17.22
100 N -20.19 -18.42 17.72
101 O -20.77 -17.91 18.89
102 H -18.23 -17.05 19.45
103 H -18.11 -18.70 19.16
104 H -16.96 -17.54 18.34
105 H -19.80 -16.02 16.13
106 H -19.74 -15.85 17.86
107 H -18.26 -15.65 16.93
108 H -17.51 -17.71 15.77
109 H -17.64 -19.23 16.60
110 H -19.51 -17.85 14.51
111 H -18.52 -19.25 14.26
112 H -19.87 -20.49 15.82
113 H -21.04 -19.91 14.72
114 H -22.81 -18.31 15.55
115 H -21.46 -17.23 15.58
116 H -22.68 -17.37 17.01
117 H -21.42 -20.87 17.55
118 H -22.71 -20.33 16.40
119 H -22.63 -19.70 18.09
120 H -20.98 -17.08 18.45
121 C -14.54 -21.89 12.74
122 C -15.68 -22.47 11.88
123 O -15.14 -22.88 10.67
124 H -13.97 -21.14 12.19
125 H -13.79 -22.63 13.02
126 H -14.92 -21.51 13.68
127 H -16.43 -21.71 11.67
128 H -16.23 -23.30 12.31
129 H -15.82 -23.36 10.20
130 C -9.37 -23.47 7.87
131 C -10.85 -23.11 8.02
132 O -11.23 -23.57 9.36
133 H -9.02 -23.10 6.90
134 H -9.24 -24.55 7.80
135 H -8.82 -23.15 8.76
136 H -11.51 -23.69 7.37
137 H -11.01 -22.05 7.86
138 H -12.16 -23.36 9.45

***

[5]
The following is a DFT calculation (wB97M-V/def2-TZVPD) of 9 unconnected molecules or ions with the total composition C33H81N7O9 in a non-equilibrium geometry.

Summary:
- HOMO level (eV) = -8.495
- energy relative to the best compared isomer or geometry (same formula, charge and spin) (kJ/mol) = 29.42
- SMILES = CC1(C)CCCC(C)(C)N1O.CC1(C)CCCC(C)(C)N1O.CC1(C)CCCC(C)(C)N1O.NC(N)=O.NC(N)=O.CO.CO.CO.CO

CARTESIAN COORDINATES (ANGSTROEM)
1 C -4.66 2.73 -0.59
2 C -4.18 1.52 -1.38
3 C -4.84 1.58 -2.79
4 C -2.68 1.54 -1.58
5 C -2.19 0.17 -2.16
6 C -2.56 -1.02 -1.23
7 C -4.13 -1.11 -1.07
8 C -4.90 -1.58 -2.29
9 C -4.44 -2.15 0.11
10 N -4.50 0.27 -0.56
11 O -5.94 0.21 -0.31
12 H -5.65 2.58 -0.20
13 H -3.97 2.96 0.23
14 H -4.59 3.70 -1.11
15 H -4.39 0.94 -3.52
16 H -5.96 1.46 -2.72
17 H -4.63 2.56 -3.14
18 H -2.20 2.32 -2.14
19 H -2.26 1.70 -0.56
20 H -2.71 -0.03 -3.10
21 H -1.08 0.24 -2.22
22 H -2.02 -0.85 -0.28
23 H -2.19 -1.93 -1.59
24 H -5.97 -1.52 -2.05
25 H -4.63 -2.64 -2.57
26 H -4.60 -0.96 -3.11
27 H -4.25 -1.87 1.13
28 H -3.80 -3.08 -0.06
29 H -5.51 -2.43 0.13
30 H -5.97 0.45 0.64
31 C -0.91 -4.01 2.22
32 C -0.50 -3.90 3.73
33 C -1.51 -3.00 4.41
34 C -0.41 -5.31 4.41
35 C 0.84 -6.08 3.94
36 C 2.08 -5.28 4.24
37 C 2.13 -3.93 3.62
38 C 3.32 -3.22 4.33
39 C 2.50 -4.01 2.10
40 N 0.83 -3.26 3.98
41 O 0.78 -1.89 3.43
42 H -1.10 -3.02 1.81
43 H -0.17 -4.59 1.60
44 H -1.84 -4.48 2.33
45 H -1.34 -2.77 5.46
46 H -1.70 -2.03 3.89
47 H -2.46 -3.55 4.29
48 H -0.39 -5.21 5.56
49 H -1.36 -5.90 4.34
50 H 0.93 -7.08 4.46
51 H 0.77 -6.43 2.91
52 H 2.99 -5.78 3.88
53 H 2.22 -5.17 5.33
54 H 3.20 -3.07 5.37
55 H 3.55 -2.23 3.95
56 H 4.24 -3.82 4.18
57 H 3.59 -4.25 2.02
58 H 2.24 -3.08 1.61
59 H 1.93 -4.86 1.63
60 H 0.88 -2.06 2.52
61 C 4.59 4.36 -1.56
62 C 3.62 3.80 -2.63
63 C 4.29 3.88 -4.01
64 C 3.37 2.35 -2.24
65 C 2.23 1.80 -3.07
66 C 0.95 2.63 -2.90
67 C 1.13 4.10 -3.22
68 C 1.00 4.42 -4.80
69 C -0.11 4.85 -2.48
70 N 2.35 4.58 -2.57
71 O 2.68 5.89 -2.93
72 H 4.25 4.47 -0.55
73 H 5.50 3.77 -1.47
74 H 5.00 5.33 -1.84
75 H 5.37 3.66 -4.03
76 H 3.90 3.12 -4.70
77 H 4.11 4.87 -4.41
78 H 4.41 1.91 -2.24
79 H 2.97 2.42 -1.24
80 H 2.68 1.64 -4.02
81 H 1.99 0.80 -2.70
82 H 0.68 2.44 -1.82
83 H 0.11 2.20 -3.45
84 H 1.70 3.77 -5.39
85 H 1.14 5.50 -5.09
86 H 0.03 4.15 -5.08
87 H -1.00 4.61 -3.13
88 H -0.02 5.96 -2.37
89 H -0.18 4.51 -1.47
90 H 2.60 5.99 -3.92
91 N 1.35 0.64 4.38
92 C 2.62 1.05 4.48
93 N 3.42 0.18 5.12
94 O 3.06 2.04 3.97
95 H 0.79 1.22 3.82
96 H 1.11 -0.35 4.27
97 H 2.98 -0.58 5.57
98 H 4.32 0.43 5.33
99 N 0.61 -4.49 -3.02
100 C 0.47 -3.88 -1.83
101 N 0.56 -2.56 -1.90
102 O 0.26 -4.48 -0.76
103 H 0.78 -4.03 -3.85
104 H 0.71 -5.51 -2.94
105 H 0.34 -2.09 -1.01
106 H 0.78 -2.12 -2.77
107 C 1.41 0.26 0.47
108 O 0.33 -0.60 0.81
109 H 2.03 0.62 1.32
110 H 2.02 -0.26 -0.28
111 H 1.01 1.15 -0.01
112 H -0.35 -0.02 1.26
113 C 0.63 4.42 3.29
114 O 0.93 3.13 2.84
115 H -0.05 4.86 2.54
116 H 0.20 4.32 4.31
117 H 1.56 4.98 3.37
118 H 1.76 2.84 3.21
119 C -2.22 1.67 2.58
120 O -1.04 1.62 1.80
121 H -3.09 1.40 1.95
122 H -2.16 0.73 3.24
123 H -2.27 2.64 3.19
124 H -0.53 2.40 2.00
125 C -0.26 -1.20 -5.45
126 O 0.75 -2.11 -5.13
127 H -0.94 -1.11 -4.63
128 H 0.13 -0.16 -5.76
129 H -0.88 -1.54 -6.35
130 H 1.55 -1.77 -5.51

***

[6]
The following is a DFT calculation (wB97M-V/def2-TZVPD) of 2 unconnected molecules or ions with the total composition C4H12N2O2 in a non-equilibrium geometry.

Summary:
- HOMO level (eV) = -9.234
- energy relative to the best compared isomer or geometry (same formula, charge and spin) (kJ/mol) = 144.01
- SMILES = CNCC(=O)NC.O

CARTESIAN COORDINATES (ANGSTROEM)
1 C 0.02 2.19 -1.58
2 N 1.19 1.43 -1.20
3 C 0.88 0.03 -0.88
4 C -0.12 -0.09 0.27
5 O -0.15 0.76 1.15
6 N -1.14 -0.99 0.13
7 C -0.83 -2.40 -0.22
8 H 0.27 3.25 -1.60
9 H -0.89 2.09 -0.98
10 H -0.30 1.90 -2.58
11 H 1.62 1.83 -0.38
12 H 0.49 -0.39 -1.81
13 H 1.79 -0.43 -0.57
14 H -1.75 -0.95 0.94
15 H -0.34 -2.40 -1.19
16 H -0.20 -2.85 0.55
17 H -1.78 -2.91 -0.28
18 O 0.33 -0.34 3.62
19 H 1.12 0.18 3.67
20 H -0.21 0.08 2.93

***

[7]
The following is a DFT calculation (wB97M-V/def2-TZVPD) of 12 unconnected molecules or ions with the total composition H24O12 in a non-equilibrium geometry.

Summary:
- HOMO level (eV) = -9.845
- energy relative to the best compared isomer or geometry (same formula, charge and spin) (kJ/mol) = 179.85
- SMILES = O.O.O.O.O.O.O.O.O.O.O.O

CARTESIAN COORDINATES (ANGSTROEM)
1 O -0.59 2.51 -0.89
2 H -0.92 3.45 -0.79
3 H 0.30 2.64 -1.27
4 O -3.50 2.42 -0.59
5 H -4.45 2.46 -0.78
6 H -3.05 1.62 -0.83
7 O -2.18 2.79 1.76
8 H -2.61 2.85 0.90
9 H -1.25 2.70 1.65
10 O -2.62 -0.06 -1.16
11 H -2.27 -0.21 -2.06
12 H -1.81 -0.18 -0.69
13 O 2.16 0.08 1.27
14 H 3.08 0.08 1.00
15 H 2.20 0.59 2.04
16 O -0.17 -0.33 -0.12
17 H 0.60 -0.37 0.47
18 H -0.37 0.61 -0.03
19 O -0.67 -2.52 -1.57
20 H -0.45 -1.61 -1.27
21 H -1.39 -2.36 -2.19
22 O 1.88 -2.91 1.55
23 H 1.15 -3.47 1.18
24 H 1.42 -2.13 1.85
25 O 2.09 -0.34 -2.13
26 H 1.27 -0.04 -1.71
27 H 2.10 0.26 -2.93
28 O 3.30 -2.32 -0.66
29 H 2.94 -1.47 -1.02
30 H 2.90 -2.54 0.20
31 O -0.53 -3.77 0.75
32 H -0.96 -3.09 1.33
33 H -0.47 -3.30 -0.11
34 O 0.88 2.80 1.95
35 H 1.45 3.17 2.62
36 H 0.56 2.00 2.31

***

[8]
The following is a DFT calculation (wB97M-V/def2-TZVPD) of a molecular structure, C20H10Cl3NO5Tc in a non-equilibrium geometry.

Summary:
- HOMO level (spin up / spin down) (eV) = -11.791 / -11.790
- total charge = +1

CARTESIAN COORDINATES (ANGSTROEM)
1 Tc -0.02 -0.02 -0.49
2 O 3.96 -0.07 -1.49
3 C 2.84 -0.31 -1.04
4 O 1.75 0.46 -1.25
5 C 2.51 -1.52 -0.23
6 C 3.36 -2.56 0.11
7 C 2.84 -3.66 0.79
8 C 1.47 -3.71 1.08
9 C 0.67 -2.64 0.71
10 N 1.19 -1.55 0.10
11 C -0.81 -2.52 0.83
12 O -1.52 -3.34 1.42
13 O -1.28 -1.44 0.19
14 H 4.42 -2.48 -0.17
15 H 3.49 -4.47 1.09
16 H 1.01 -4.57 1.57
17 Cl -2.72 1.05 -6.96
18 C -2.22 1.14 -5.34
19 C -1.52 0.07 -4.78
20 C -1.15 0.15 -3.46
21 Cl -0.34 -1.14 -2.66
22 C -1.43 1.26 -2.66
23 O -1.07 1.31 -1.39
24 C -2.12 2.34 -3.25
25 Cl -2.46 3.71 -2.30
26 C -2.51 2.28 -4.57
27 H -1.28 -0.80 -5.40
28 H -3.05 3.10 -5.02
29 C 0.11 0.80 1.10
30 C -0.04 1.29 2.42
31 C 0.98 1.82 3.25
32 C 0.69 2.17 4.55
33 C -0.61 2.04 5.05
34 C -1.63 1.56 4.23
35 C -1.36 1.18 2.94
36 H 1.99 1.91 2.84
37 H 1.48 2.56 5.20
38 H -0.81 2.33 6.08
39 H -2.65 1.49 4.63
40 H -2.14 0.78 2.27

***

[9]
The following is a DFT calculation (wB97M-V/def2-TZVPD) of a single C4H6N2 molecule in a non-equilibrium geometry.

Summary:
- HOMO level (eV) = -10.000
- energy relative to the best compared isomer or geometry (same formula, charge and spin) (kJ/mol) = 263.21
- SMILES = N#CCN1CC1

CARTESIAN COORDINATES (ANGSTROEM)
1 N -0.75 0.31 3.61
2 C -0.35 0.49 2.57
3 C 0.23 0.74 1.31
4 N 0.40 -0.53 0.62
5 C 0.53 -0.35 -0.77
6 C -0.74 -0.85 -0.16
7 H -0.45 1.60 0.88
8 H 1.20 1.12 1.60
9 H 0.95 -1.10 -1.42
10 H 0.51 0.61 -1.30
11 H -1.56 -0.12 -0.27
12 H -1.06 -1.86 -0.48

***

| no. | total energy (hartree) |
| --- | --- |
| 1 | -4795.07740 |
| 2 | -532.79168 |
| 3 | -1152.11888 |
| 4 | -2247.00685 |
| 5 | -2366.23755 |
| 6 | -419.59363 |
| 7 | -917.25686 |
| 8 | -2660.24489 |
| 9 | -265.43532 |